# 1
{
  "formula": "C4H12N2O2",
  "method": "ωB97M-V/def2-TZVPD",
  "largest_force_ha_per_bohr": 0.0615,
  "total_charge": 0,
  "energy_ha": -419.574048,
  "homo_lumo_gap_ev": 9.561,
  "e_homo_ev": -8.7,
  "spin_multiplicity": 1,
  "smiles": "CNC(O)(O)[C@H](C)N",
  "lumo_ev": 0.88,
  "relative_energy_kj_mol": 195.4,
  "elements": ["C", "N", "C", "O", "O", "C", "C", "N", "H", "H", "H", "H", "H", "H", "H", "H", "H", "H", "H", "H"],
  "xyz": [[2.27, -0.57, -0.99], [0.85, -0.88, -0.88], [-0.12, 0.20, -0.73], [-1.26, -0.14, -1.47], [0.38, 1.42, -1.20], [-0.42, 0.28, 0.82], [-1.44, -0.74, 1.32], [-0.85, 1.65, 1.17], [2.51, 0.31, -1.59], [2.77, -1.40, -1.50], [2.71, -0.45, 0.00], [0.60, -1.76, -0.45], [-0.86, -0.38, -2.32], [0.06, 2.05, -0.52], [0.68, -0.12, 1.07], [-1.52, -0.71, 2.41], [-2.44, -0.55, 0.90], [-1.16, -1.76, 1.05], [-0.98, 1.73, 2.18], [-1.77, 1.82, 0.75]],
  "nbo_charge": [-0.413, -0.703, 0.623, -0.728, -0.729, -0.096, -0.626, -0.869, 0.226, 0.197, 0.161, 0.382, 0.482, 0.503, 0.216, 0.206, 0.220, 0.207, 0.372, 0.369]
}

***

# 2
{
  "formula": "C4H12N2O2",
  "method": "ωB97M-V/def2-TZVPD",
  "largest_force_ha_per_bohr": 0.0278,
  "total_charge": 0,
  "energy_ha": -419.477737,
  "homo_lumo_gap_ev": 9.816,
  "e_homo_ev": -8.9,
  "spin_multiplicity": 1,
  "smiles": "CCN(C)[C@@H](N)OO",
  "lumo_ev": 0.90,
  "relative_energy_kj_mol": 448.3,
  "elements": ["C", "C", "N", "C", "C", "N", "O", "O", "H", "H", "H", "H", "H", "H", "H", "H", "H", "H", "H", "H"],
  "xyz": [[-1.24, -0.99, -1.58], [-0.63, 0.34, -1.17], [0.67, 0.19, -0.39], [1.29, 1.51, -0.25], [0.47, -0.46, 0.88], [1.73, -0.64, 1.55], [-0.49, 0.33, 1.71], [-1.76, -0.37, 1.82], [-1.66, -1.54, -0.73], [-0.50, -1.63, -2.07], [-2.05, -0.82, -2.30], [-1.36, 0.94, -0.63], [-0.37, 0.87, -2.09], [2.29, 1.46, 0.20], [1.44, 1.97, -1.23], [0.68, 2.20, 0.35], [0.05, -1.46, 0.74], [1.55, -0.83, 2.53], [2.19, -1.44, 1.14], [-2.32, 0.37, 1.52]],
  "nbo_charge": [-0.627, -0.216, -0.454, -0.431, 0.371, -0.850, -0.325, -0.449, 0.212, 0.213, 0.214, 0.168, 0.198, 0.225, 0.197, 0.178, 0.166, 0.374, 0.372, 0.464]
}

***

Copy entry 2 word for word.
{
  "formula": "C4H12N2O2",
  "method": "ωB97M-V/def2-TZVPD",
  "largest_force_ha_per_bohr": 0.0278,
  "total_charge": 0,
  "energy_ha": -419.477737,
  "homo_lumo_gap_ev": 9.816,
  "e_homo_ev": -8.9,
  "spin_multiplicity": 1,
  "smiles": "CCN(C)[C@@H](N)OO",
  "lumo_ev": 0.90,
  "relative_energy_kj_mol": 448.3,
  "elements": ["C", "C", "N", "C", "C", "N", "O", "O", "H", "H", "H", "H", "H", "H", "H", "H", "H", "H", "H", "H"],
  "xyz": [[-1.24, -0.99, -1.58], [-0.63, 0.34, -1.17], [0.67, 0.19, -0.39], [1.29, 1.51, -0.25], [0.47, -0.46, 0.88], [1.73, -0.64, 1.55], [-0.49, 0.33, 1.71], [-1.76, -0.37, 1.82], [-1.66, -1.54, -0.73], [-0.50, -1.63, -2.07], [-2.05, -0.82, -2.30], [-1.36, 0.94, -0.63], [-0.37, 0.87, -2.09], [2.29, 1.46, 0.20], [1.44, 1.97, -1.23], [0.68, 2.20, 0.35], [0.05, -1.46, 0.74], [1.55, -0.83, 2.53], [2.19, -1.44, 1.14], [-2.32, 0.37, 1.52]],
  "nbo_charge": [-0.627, -0.216, -0.454, -0.431, 0.371, -0.850, -0.325, -0.449, 0.212, 0.213, 0.214, 0.168, 0.198, 0.225, 0.197, 0.178, 0.166, 0.374, 0.372, 0.464]
}